[1]
{
  "formula": "C4H6N2",
  "method": "wB97M-V/def2-TZVPD",
  "species": ["N", "C", "C", "C", "C", "N", "H", "H", "H", "H", "H", "H"],
  "xyz": [[-1.419557, 1.856660, 1.712423], [-0.855532, 0.916325, 1.340304], [-0.087358, -0.248767, 0.865202], [-0.564330, -0.779073, -0.509119], [0.612738, 0.017912, -1.103312], [1.204617, 0.092702, 0.248076], [-0.020090, -0.974020, 1.683054], [-0.424639, -1.859377, -0.583203], [-1.573177, -0.507033, -0.822806], [0.293702, 0.986899, -1.511964], [1.242860, -0.494207, -1.837209], [1.590767, 0.991979, 0.518555]],
  "forces_ev_per_a": [[0.54, -0.94, -0.39], [-0.48, 0.87, 0.33], [-0.10, -0.10, 0.22], [-0.14, -0.11, -0.09], [0.01, 0.01, -0.31], [0.13, 0.22, 0.09], [-0.03, 0.12, -0.11], [-0.02, 0.17, 0.02], [0.17, -0.04, 0.07], [0.06, -0.14, 0.10], [-0.11, 0.10, 0.11], [-0.03, -0.15, -0.03]],
  "lowdin_charge": [0.144, -0.177, -0.329, -0.108, -0.192, -0.014, 0.137, 0.108, 0.109, 0.112, 0.102, 0.108],
  "gap_ha": 0.39704,
  "e_homo_ha": -0.3614,
  "lumo_energy_ev": 0.97,
  "molar_mass_g_mol": 82.11,
  "total_energy_ha": -265.47994
}

[2]
{
  "formula": "C7H9NO",
  "method": "wB97M-V/def2-TZVPD",
  "species": ["C", "C", "C", "C", "C", "C", "C", "N", "O", "H", "H", "H", "H", "H", "H", "H", "H", "H"],
  "xyz": [[0.845151, 0.198178, -2.234428], [-0.134898, -0.550315, 1.172874], [0.326478, -2.080289, -0.989881], [-1.250701, 0.438670, 0.795880], [-0.005111, 2.446965, 0.380982], [0.801637, -1.091297, 0.022680], [0.684661, -0.708248, -1.388331], [-1.025558, 1.747225, 0.274254], [0.808611, 1.121645, -2.944774], [0.423064, 0.094083, 1.954649], [-0.625633, -1.347461, 1.882327], [0.921423, -2.808745, -1.504533], [-0.662406, -2.430074, -0.851857], [-1.869369, -0.012744, 0.128080], [-2.015083, 0.414367, 1.687056], [0.945702, 2.328162, 1.132460], [0.053607, 3.383868, -0.111402], [1.778423, -1.143989, 0.593964]],
  "forces_ev_per_a": [[-0.03, 1.69, -2.19], [-0.21, 1.00, 2.02], [0.16, -0.40, -0.54], [-0.68, -0.65, 3.12], [2.62, -0.15, 2.72], [1.34, 0.61, 3.91], [-0.91, -3.26, 4.13], [-0.34, -0.09, -0.48], [0.39, 2.72, -2.22], [0.09, -1.34, -1.35], [0.98, 0.96, -1.79], [0.67, -0.52, 0.35], [-1.23, -0.02, -0.17], [-1.71, -1.40, -2.50], [1.56, 0.81, -1.15], [-1.97, -0.50, -1.69], [-0.17, 0.86, -0.63], [-0.57, -0.34, -1.54]],
  "lowdin_charge": [-0.186, -0.155, -0.045, -0.285, -0.077, -0.222, -0.143, -0.020, 0.138, 0.112, 0.138, 0.109, 0.101, 0.061, 0.151, 0.122, 0.047, 0.152],
  "multiplicity": 3,
  "s_squared": 2.010,
  "gap_ha": [0.23088, 0.26666],
  "e_homo_ha": [-0.1995, -0.3404],
  "lumo_energy_ev": [0.85, -2.01],
  "molar_mass_g_mol": 123.15,
  "total_energy_ha": -401.83779
}

[3]
{
  "formula": "C27H51F5N6O17P2",
  "method": "wB97M-V/def2-TZVPD",
  "species": ["C", "N", "C", "P", "O", "N", "C", "C", "N", "C", "C", "H", "H", "H", "H", "H", "H", "H", "H", "H", "H", "H", "H", "H", "H", "H", "H", "H", "H", "C", "N", "C", "P", "O", "N", "C", "C", "N", "C", "C", "H", "H", "H", "H", "H", "H", "H", "H", "H", "H", "H", "H", "H", "H", "H", "H", "H", "H", "O", "C", "O", "C", "C", "F", "O", "H", "H", "H", "O", "C", "O", "C", "C", "F", "O", "H", "H", "H", "O", "C", "O", "C", "C", "F", "O", "H", "H", "H", "O", "C", "O", "C", "C", "F", "O", "H", "H", "H", "O", "C", "O", "C", "C", "F", "O", "H", "H", "H"],
  "xyz": [[-0.989002, 2.483753, 6.839211], [0.367006, 2.974543, 7.120128], [0.349214, 4.300780, 7.660794], [1.689990, 2.557704, 6.128074], [2.765922, 3.564243, 6.256493], [1.978153, 0.982519, 6.557038], [2.519304, -0.009597, 5.639608], [2.595214, 0.839982, 7.881945], [1.086811, 2.491357, 4.530202], [0.133791, 1.491699, 4.020549], [1.801586, 3.162386, 3.480324], [-1.594873, 2.719169, 7.713672], [-0.925034, 1.400932, 6.740127], [-1.419288, 2.965228, 5.958022], [1.373600, 4.581055, 7.899247], [-0.372605, 4.439999, 8.477440], [-0.084999, 5.100841, 7.027559], [2.127774, -0.998659, 5.885380], [2.230894, 0.189806, 4.611172], [3.611034, -0.026672, 5.698450], [3.540328, 1.362991, 8.043271], [1.982739, 1.230537, 8.700900], [2.663788, -0.219929, 8.125020], [-0.515843, 1.067967, 4.771882], [-0.437130, 1.998930, 3.245228], [0.721202, 0.696670, 3.551386], [2.587640, 3.820281, 3.838807], [1.099779, 3.696984, 2.827854], [2.271963, 2.441755, 2.787432], [1.893985, -5.981852, -3.393971], [1.585140, -4.589912, -3.574801], [1.318542, -3.729382, -2.446796], [1.928682, -3.903673, -5.072099], [2.797549, -4.771134, -5.898764], [0.452704, -3.699580, -5.784415], [0.267604, -3.920420, -7.212321], [-0.704779, -3.226774, -5.015783], [2.455260, -2.321502, -4.790611], [3.600788, -2.082045, -3.921565], [2.173279, -1.234485, -5.729295], [2.950470, -6.157322, -3.160179], [1.715063, -6.586792, -4.283096], [1.260110, -6.431534, -2.626283], [2.250390, -3.432237, -1.948434], [0.608687, -4.248853, -1.797525], [0.830126, -2.766031, -2.583756], [0.583613, -4.930191, -7.469145], [-0.801866, -3.786067, -7.379704], [0.768092, -3.175439, -7.840561], [-1.262620, -4.075620, -4.607383], [-0.426030, -2.612512, -4.163042], [-1.448677, -2.724833, -5.634964], [3.318827, -1.663192, -2.947440], [4.107785, -3.031180, -3.745645], [4.275969, -1.345473, -4.360532], [1.205258, -1.341075, -6.217470], [2.910505, -1.173341, -6.532890], [2.140609, -0.340984, -5.103984], [-3.911993, 3.995506, 5.653755], [-4.301889, 3.230237, 4.834285], [-5.551143, 2.717851, 4.858607], [-5.747196, 2.027970, 3.636091], [-4.381342, 1.914267, 2.938453], [-4.406027, 2.299364, 1.641140], [-3.648189, 2.907598, 3.697633], [-6.067549, 1.008608, 3.860929], [-6.475941, 2.535648, 3.006570], [-3.824641, 0.978797, 2.994450], [-2.096760, -7.017107, -1.693347], [-2.639509, -5.967986, -1.842785], [-2.053697, -4.763367, -1.685796], [-3.097129, -3.796615, -1.478812], [-4.104658, -4.408424, -2.469646], [-3.656670, -4.397776, -3.764983], [-3.946972, -5.791390, -2.124268], [-3.362748, -3.838631, -0.424361], [-2.724303, -2.813188, -1.750066], [-5.134673, -4.075021, -2.392804], [1.552775, 3.642035, -2.030345], [2.691261, 3.389114, -1.777274], [3.563012, 4.346653, -1.344010], [4.897434, 3.821672, -1.394724], [4.681448, 2.338650, -1.679430], [4.975852, 1.577096, -0.570544], [3.303324, 2.235874, -1.912989], [5.536217, 4.267211, -2.156001], [5.268879, 3.994614, -0.386157], [5.294747, 1.932093, -2.483567], [-1.747756, 0.026675, 2.201243], [-1.409826, 0.161196, 1.064902], [-0.451281, 0.996185, 0.696285], [-0.428808, 1.143481, -0.718528], [-1.155079, -0.143110, -1.148841], [-0.349794, -1.198635, -1.396204], [-1.968242, -0.427013, -0.007834], [-1.023532, 2.030040, -0.939203], [0.590375, 1.224781, -1.084334], [-1.791349, -0.003738, -2.022725], [-4.911270, 1.351076, -2.619577], [-3.960916, 1.907197, -3.048293], [-3.240900, 1.554215, -4.136266], [-2.004424, 2.285937, -4.168719], [-2.270990, 3.449457, -3.229046], [-2.618200, 4.570756, -3.923859], [-3.349382, 2.971882, -2.497252], [-1.236846, 1.640070, -3.736980], [-1.811848, 2.482172, -5.217421], [-1.405892, 3.662179, -2.602158]],
  "forces_ev_per_a": [[0.98, -0.15, 0.33], [0.13, -0.44, -0.33], [-0.24, 1.57, -0.04], [-1.88, 0.88, -1.00], [0.00, -0.49, 0.05], [0.34, -0.11, 0.57], [0.13, 0.18, -0.30], [-0.72, -0.05, 1.10], [0.20, -0.36, 1.54], [1.13, 0.75, -0.24], [0.11, -0.27, -1.02], [-0.16, -0.05, -0.07], [-0.32, -0.02, -0.13], [-0.11, -0.11, -0.03], [-0.26, 0.22, 0.34], [0.59, -0.82, 0.57], [0.50, -0.40, -0.75], [0.06, 0.00, 0.15], [0.09, 0.15, 0.07], [0.03, -0.12, -0.09], [0.31, -0.26, -0.62], [-0.44, 0.19, -0.44], [0.36, -0.05, -0.21], [-0.01, 0.05, 0.09], [-0.30, -0.21, 0.05], [-0.39, -0.22, -0.23], [-0.21, 0.08, 0.24], [0.01, 0.30, 0.25], [0.13, -0.13, 0.20], [0.26, -0.89, 0.32], [0.08, 1.94, -1.53], [0.10, -0.33, 1.17], [-0.19, -0.38, -0.11], [-0.07, 0.32, 0.18], [-0.35, 0.77, -0.04], [-0.39, 0.14, 0.33], [-0.13, -0.97, -0.02], [-0.39, -0.53, 0.07], [-0.22, -0.11, 0.09], [-0.24, -0.41, 0.52], [-0.06, 0.06, 0.28], [-0.13, 0.43, -0.23], [0.07, 0.25, 0.19], [-0.13, -0.45, 0.51], [0.44, -0.09, 0.39], [0.00, -0.21, -1.08], [-0.02, 0.12, -0.27], [0.03, -0.33, -0.31], [0.21, -0.15, 0.04], [0.12, -0.10, 0.16], [0.10, 0.26, -0.18], [0.36, 0.40, -0.18], [-0.20, -0.06, -0.02], [0.29, 0.16, 0.02], [0.19, -0.30, -0.24], [-0.08, -0.19, 0.22], [0.24, 0.22, 0.15], [0.12, 0.38, -0.44], [0.46, -0.38, 0.07], [-0.49, 1.48, 0.05], [0.48, -0.42, -0.66], [-0.27, -1.63, -0.44], [0.40, 1.46, 1.28], [-0.14, 0.09, -0.01], [0.26, -0.83, -0.37], [-0.41, 0.20, 0.03], [0.07, 0.07, 0.00], [-0.27, -0.06, 0.03], [-0.29, 0.48, -0.33], [0.62, -0.65, 0.62], [0.63, 0.24, 0.56], [0.56, -0.35, -1.45], [0.50, -1.16, 0.89], [-0.31, 1.23, 0.10], [-1.03, 0.38, -0.03], [-0.59, 0.13, -0.13], [-0.02, -0.02, -0.07], [-0.06, -0.24, -0.16], [0.01, -0.77, 0.22], [-0.27, 2.79, 0.15], [-0.04, -0.39, -0.84], [-0.46, -0.11, 0.78], [0.54, -0.13, 1.02], [-0.15, 0.17, -0.20], [0.48, -1.74, -0.75], [-0.34, 0.37, 0.01], [0.56, -0.25, -0.20], [-0.45, -0.03, -0.19], [-0.27, -0.50, -0.47], [-0.32, 0.46, 1.27], [1.08, 0.59, 0.03], [-0.35, -0.84, 0.23], [-0.95, 0.99, 0.06], [0.41, -0.11, 0.18], [0.29, -0.43, -1.11], [0.09, -0.04, -0.36], [-0.02, 0.00, 0.02], [-0.17, -0.14, 0.11], [-0.08, 0.12, -0.04], [0.73, -0.33, -0.73], [-0.21, -0.50, -0.17], [-0.51, -0.84, -0.01], [0.40, -0.48, -1.00], [-0.12, 0.04, 0.22], [-0.20, 1.19, 1.58], [0.18, 0.06, -0.19], [0.26, 0.47, 0.13], [-0.28, 0.31, 0.21]],
  "lowdin_charge": [-0.111, -0.300, -0.152, 0.557, -0.291, -0.293, -0.107, -0.123, -0.290, -0.116, -0.133, 0.083, 0.069, 0.072, 0.069, 0.079, 0.087, 0.088, 0.052, 0.089, 0.083, 0.078, 0.080, 0.064, 0.073, 0.066, 0.071, 0.082, 0.077, -0.110, -0.286, -0.133, 0.514, -0.290, -0.314, -0.101, -0.099, -0.302, -0.119, -0.101, 0.083, 0.081, 0.084, 0.075, 0.082, 0.039, 0.080, 0.076, 0.075, 0.073, 0.053, 0.080, 0.068, 0.086, 0.078, 0.066, 0.086, 0.077, 0.169, -0.566, 0.082, -0.058, -0.266, 0.073, 0.119, 0.136, 0.143, 0.148, 0.181, -0.569, 0.035, -0.026, -0.245, 0.064, 0.117, 0.148, 0.125, 0.168, 0.156, -0.566, 0.076, -0.036, -0.274, 0.054, 0.149, 0.139, 0.146, 0.170, 0.159, -0.565, 0.084, -0.020, -0.276, 0.079, 0.143, 0.132, 0.134, 0.156, 0.191, -0.564, 0.061, -0.037, -0.310, 0.077, 0.134, 0.124, 0.146, 0.156],
  "gap_ha": 0.29682,
  "e_homo_ha": -0.3023,
  "lumo_energy_ev": -0.15,
  "molar_mass_g_mol": 888.67,
  "total_energy_ha": -3849.19623
}